w) The following is a quantum chemistry calculation of a 2-piece molecular cluster, C5H15NO overall, from OMol25.

Properties
⟨S²⟩: 0.75
HOMO (spin up / spin down): -0.5677 / -0.5619 hartree
orbital gap (spin up / spin down): 12.148 / 6.260 eV

Geometry as ORCA input:
```
! wB97M-V def2-TZVPD RIJCOSX def2/J DEFGRID3
* xyz 1 2
C -1.63 1.74 -0.54
C -0.35 0.76 -0.64
C 0.90 1.05 0.24
C 1.95 -0.08 0.26
C 0.51 1.38 1.67
N -0.79 -0.60 -0.57
H -1.40 2.68 -0.05
H -1.90 1.96 -1.57
H -2.45 1.20 -0.06
H -0.01 0.91 -1.67
H 1.47 1.87 -0.22
H 2.07 -0.70 -0.63
H 1.78 -0.73 1.12
H 2.97 0.32 0.34
H 0.01 2.34 1.74
H -0.25 0.64 1.98
H 1.30 1.22 2.40
H -1.39 -0.70 0.26
H -1.42 -0.76 -1.37
H -0.16 -3.98 0.32
H 0.21 -2.77 -0.48
O -0.43 -3.52 -0.47
*
```


x) The following is a quantum chemistry calculation of a 2-piece molecular cluster, C5H15NO overall, from OMol25.

Properties
⟨S²⟩: 0.75
HOMO (spin up / spin down): -0.5598 / -0.5596 hartree
orbital gap (spin up / spin down): 11.441 / 5.701 eV

Geometry as ORCA input:
```
! wB97M-V def2-TZVPD RIJCOSX def2/J DEFGRID3
* xyz 1 2
C 0.00 1.80 -0.23
C 0.38 0.97 0.94
C -0.25 -0.40 0.88
C 0.05 -1.12 2.12
C -1.67 -0.45 0.50
N 0.39 1.25 -1.61
H 0.44 2.82 -0.08
H -1.05 1.99 -0.18
H 1.48 0.80 0.87
H 0.25 1.51 1.91
H 0.16 -0.86 0.00
H 0.10 -2.24 2.01
H -0.50 -0.72 2.93
H 1.09 -0.78 2.15
H -2.05 -1.45 0.96
H -1.88 -0.38 -0.54
H -2.21 0.38 0.99
H 0.63 0.31 -1.63
H 1.30 1.67 -1.87
H 1.35 -2.22 -2.85
H 1.23 -1.00 -3.71
O 0.77 -1.88 -3.57
*
```


y) The following is a quantum chemistry calculation of a 2-piece molecular cluster, C5H15NO overall, from OMol25.

Properties
⟨S²⟩: 0.75
HOMO (spin up / spin down): -0.5492 / -0.5481 hartree
orbital gap (spin up / spin down): 11.680 / 5.983 eV

Geometry as ORCA input:
```
! wB97M-V def2-TZVPD RIJCOSX def2/J DEFGRID3
* xyz 1 2
C -1.75 0.17 -1.72
C -0.75 0.60 -0.53
C 0.03 -0.74 -0.17
C 1.35 -0.31 0.42
C 2.49 -0.14 -0.61
N -1.52 1.07 0.55
H -1.16 -0.46 -2.38
H -2.09 1.05 -2.26
H -2.63 -0.37 -1.36
H -0.22 1.39 -1.06
H 0.18 -1.28 -1.10
H -0.59 -1.40 0.45
H 1.69 -1.10 1.11
H 1.37 0.55 1.09
H 3.02 -1.08 -0.76
H 3.19 0.62 -0.28
H 2.09 0.16 -1.59
H -1.33 2.06 0.74
H -2.53 1.00 0.37
H 0.10 -1.30 2.96
H -0.82 -0.09 2.79
O -0.10 -0.43 3.34
*
```


Tell me which of them is the least stable. Sure, it is x).


w) The following is a quantum chemistry calculation of a 3-piece molecular cluster, H6O3 overall, from OMol25.

Properties
HOMO: -0.3987 hartree
SMILES string: O.O.O
orbital gap: 11.258 eV

Geometry as ORCA input:
```
! wB97M-V def2-TZVPD RIJCOSX def2/J DEFGRID3
* xyz 0 1
O 1.12 -0.07 3.25
H 1.57 0.46 2.58
H 0.40 0.48 3.56
O -0.08 0.48 -3.15
H -0.97 0.49 -3.51
H -0.16 0.10 -2.26
O -0.50 -0.43 -0.46
H -1.16 -1.14 -0.45
H -0.22 -0.36 0.45
*
```


x) The following is a quantum chemistry calculation of a 3-piece molecular cluster, H6O3 overall, from OMol25.

Properties
HOMO: -0.4141 hartree
SMILES string: O.O.O
orbital gap: 11.974 eV

Geometry as ORCA input:
```
! wB97M-V def2-TZVPD RIJCOSX def2/J DEFGRID3
* xyz 0 1
O 1.46 -3.81 24.95
H 0.96 -3.60 25.74
H 1.45 -3.00 24.43
O -1.35 -2.61 28.63
H -1.52 -2.64 29.57
H -2.21 -2.52 28.23
O 2.82 -7.86 25.25
H 2.11 -8.41 24.90
H 2.52 -6.96 25.12
*
```


y) The following is a quantum chemistry calculation of a 3-piece molecular cluster, H6O3 overall, from OMol25.

Properties
HOMO: -0.4082 hartree
SMILES string: O.O.O
orbital gap: 11.757 eV

Geometry as ORCA input:
```
! wB97M-V def2-TZVPD RIJCOSX def2/J DEFGRID3
* xyz 0 1
O 1.67 1.26 2.18
H 1.04 1.75 2.75
H 2.01 0.59 2.84
O -1.82 -2.11 -0.60
H -2.17 -2.96 -1.07
H -1.60 -2.44 0.32
O 0.04 1.56 -2.25
H 0.97 1.63 -2.38
H -0.15 0.72 -1.79
*
```


z) The following is a quantum chemistry calculation of a 3-piece molecular cluster, H6O3 overall, from OMol25.

Properties
HOMO: -0.4130 hartree
SMILES string: O.O.O
orbital gap: 12.102 eV

Geometry as ORCA input:
```
! wB97M-V def2-TZVPD RIJCOSX def2/J DEFGRID3
* xyz 0 1
O -15.36 5.97 17.44
H -14.93 5.84 16.59
H -14.62 6.28 17.94
O -15.76 7.46 19.95
H -16.01 6.54 19.97
H -16.21 7.90 19.23
O -13.34 6.99 19.36
H -12.84 7.79 19.50
H -14.19 7.16 19.75
*
```


Tell me which of them is the least stable. Sure, it is y).


w) The following is a quantum chemistry calculation of a 2-piece molecular cluster, C5H12NO2 overall, from OMol25.

Properties
HOMO: -0.4955 hartree
orbital gap: 9.674 eV

Geometry as ORCA input:
```
! wB97M-V def2-TZVPD RIJCOSX def2/J DEFGRID3
* xyz 1 1
C -0.91 -0.26 -0.86
C 0.29 -0.07 -1.71
C 1.35 0.68 -1.46
N 0.25 -0.84 -2.98
H -0.96 0.54 -0.13
H -1.84 -0.26 -1.44
H -0.85 -1.19 -0.28
H 2.15 0.82 -2.18
H 1.44 1.21 -0.52
H -0.38 -0.41 -3.67
H -0.10 -1.78 -2.77
H 1.17 -0.94 -3.41
O -1.57 -0.64 2.36
C -0.48 -0.19 2.57
O 0.65 -0.94 2.43
C -0.18 1.25 2.86
H 0.29 -1.84 2.27
H -0.28 1.48 3.93
H -0.91 1.88 2.36
H 0.85 1.51 2.63
*
```


x) The following is a quantum chemistry calculation of a 2-piece molecular cluster, C5H12NO2 overall, from OMol25.

Properties
HOMO: -0.5758 hartree
orbital gap: 10.907 eV

Geometry as ORCA input:
```
! wB97M-V def2-TZVPD RIJCOSX def2/J DEFGRID3
* xyz 1 1
C 0.62 -1.54 -0.87
C -1.73 -0.98 -0.10
C -0.66 0.38 -1.86
C 1.66 1.35 2.41
C -0.47 -0.55 -0.77
N 0.32 0.76 0.61
O 0.11 1.89 0.32
O 1.03 0.39 1.64
H 0.23 -2.16 -1.72
H 1.52 -1.01 -1.22
H 0.81 -2.02 0.12
H -1.47 -1.48 0.81
H -2.15 -1.76 -0.81
H -2.52 -0.20 -0.05
H -1.15 1.34 -1.48
H 0.02 0.65 -2.57
H -1.64 -0.03 -2.30
H 1.46 1.17 3.52
H 1.16 2.29 2.11
H 2.84 1.50 2.20
*
```


Tell me which of them is the least stable. Sure, it is x).


w) The following is a quantum chemistry calculation of a 2-piece molecular cluster, C5H12NO2 overall, from OMol25.

Properties
HOMO: -0.5099 hartree
orbital gap: 9.167 eV

Geometry as ORCA input:
```
! wB97M-V def2-TZVPD RIJCOSX def2/J DEFGRID3
* xyz 1 1
O -0.13 1.47 -0.48
C 0.27 1.41 0.66
C 0.47 0.11 1.38
C 1.40 -0.91 0.69
C 1.34 -1.07 -0.82
C -0.53 -2.23 -1.87
N -0.02 -1.21 -1.33
H 0.46 2.33 1.24
H 0.83 0.36 2.34
H -0.48 -0.42 1.52
H 2.45 -0.79 0.98
H 1.17 -1.85 1.15
H 1.82 -0.28 -1.39
H 1.93 -1.93 -1.11
H -1.54 -2.15 -2.27
H -0.02 -3.19 -2.00
H -0.54 -0.33 -1.21
H -2.62 3.89 1.50
H -3.53 3.53 0.25
O -2.76 3.28 0.77
*
```


x) The following is a quantum chemistry calculation of a 2-piece molecular cluster, C5H12NO2 overall, from OMol25.

Properties
HOMO: -0.5148 hartree
orbital gap: 5.014 eV

Geometry as ORCA input:
```
! wB97M-V def2-TZVPD RIJCOSX def2/J DEFGRID3
* xyz 1 1
O 1.79 -1.23 -2.04
C 1.43 -1.22 -0.67
C 0.89 0.15 -0.44
C 0.29 0.22 1.03
C -1.20 -0.18 0.91
C -1.38 -1.42 1.32
N -1.96 0.82 0.37
H 2.33 -1.38 -0.07
H 0.06 0.37 -1.08
H 1.65 0.90 -0.65
H 0.72 -0.50 1.72
H 0.34 1.29 1.34
H -0.55 -1.94 1.83
H -2.25 -2.08 1.11
H -2.94 0.66 0.54
H -0.37 3.88 -1.06
H 0.60 -1.92 -0.46
H -1.17 2.68 -0.39
H 2.04 -2.04 -2.46
O -0.33 2.93 -0.85
*
```


y) The following is a quantum chemistry calculation of a 2-piece molecular cluster, C5H12NO2 overall, from OMol25.

Properties
HOMO: -0.5291 hartree
orbital gap: 10.302 eV

Geometry as ORCA input:
```
! wB97M-V def2-TZVPD RIJCOSX def2/J DEFGRID3
* xyz 1 1
C 2.61 0.04 -0.30
C 1.35 -0.03 -0.73
C -2.03 -1.13 0.34
C -1.39 0.37 -1.48
C 0.22 -0.51 0.15
N -1.02 -0.40 -0.31
O 0.78 1.59 1.56
O 0.40 -1.18 1.23
H 3.36 0.57 -0.94
H 2.89 -0.18 0.72
H 1.11 0.16 -1.82
H -2.62 -1.53 -0.57
H -1.56 -1.84 1.01
H -2.75 -0.61 0.90
H -1.31 -0.33 -2.31
H -2.37 0.70 -1.35
H -0.72 1.24 -1.59
H 0.05 2.19 2.02
H 1.64 1.97 2.01
H 1.35 -1.08 1.48
*
```


z) The following is a quantum chemistry calculation of an isolated ion of composition C5H12NO2 and charge +1, from OMol25.

Properties
HOMO (spin up / spin down): -0.3930 / -0.3906 hartree
orbital gap (spin up / spin down): 6.973 / 6.856 eV

Geometry as ORCA input:
```
! wB97M-V def2-TZVPD RIJCOSX def2/J DEFGRID3
* xyz 1 1
C -1.15 -1.12 -0.65
C -0.12 -1.63 0.27
C 0.80 0.62 0.87
C -1.82 0.11 -0.19
C 1.16 1.64 -0.19
N 1.11 -0.75 0.37
O -1.78 1.19 -0.97
O -2.58 0.01 0.86
H -0.78 -0.91 -1.67
H -1.94 -1.89 -0.71
H -0.60 -1.52 1.38
H 0.12 -2.68 -0.07
H 1.15 0.77 1.92
H 0.61 1.37 -1.07
H 2.29 1.71 -0.40
H 0.89 2.59 0.16
H 1.69 -1.24 1.02
H 1.29 -0.77 -0.70
H -2.37 1.93 -0.77
H -3.20 0.79 1.03
*
```


Tell me which of them is the least stable. Sure, it is x).


w) The following is a quantum chemistry calculation of a 2-piece molecular cluster, C5H12NO2 overall, from OMol25.

Properties
HOMO (spin up / spin down): -0.4730 / -0.4730 hartree
orbital gap (spin up / spin down): 7.945 / 7.946 eV

Geometry as ORCA input:
```
! wB97M-V def2-TZVPD RIJCOSX def2/J DEFGRID3
* xyz 1 1
C -2.51 -0.63 -0.24
C -0.20 -0.11 -0.59
C 1.43 -2.08 -0.13
C 0.61 2.60 0.39
C 1.01 0.20 0.05
N 1.85 -0.78 0.29
O -3.04 0.45 0.36
O 1.45 1.47 0.20
H -2.73 -0.76 -1.24
H -2.30 -1.39 0.45
H -0.59 0.81 -1.01
H -0.29 -0.96 -1.22
H 2.00 -2.87 0.48
H 0.40 -2.11 0.04
H 1.72 -2.27 -1.18
H -0.37 2.38 0.81
H 0.44 3.13 -0.60
H 1.13 3.14 1.16
H -2.80 0.45 1.28
H 2.79 -0.67 0.71
*
```


x) The following is a quantum chemistry calculation of a 2-piece molecular cluster, C5H12NO2 overall, from OMol25.

Properties
HOMO: -0.5121 hartree
orbital gap: 9.120 eV

Geometry as ORCA input:
```
! wB97M-V def2-TZVPD RIJCOSX def2/J DEFGRID3
* xyz 1 1
C -2.16 1.14 -0.42
C -1.69 0.43 0.78
C 1.63 2.12 -0.98
C 2.57 0.54 0.41
C -1.94 -1.91 0.29
N 1.65 0.93 -0.54
O -0.77 0.92 -0.17
O -1.56 -0.93 1.22
H -2.73 0.52 -1.25
H -2.49 2.17 -0.31
H -1.75 0.98 1.75
H 2.42 2.84 -0.75
H 0.79 2.57 -1.41
H 3.55 0.97 0.34
H 2.12 0.81 1.36
H 2.46 -0.62 0.37
H -1.35 -1.70 -0.68
H -3.04 -1.94 0.36
H -1.45 -2.87 0.79
H 0.76 0.45 -0.52
*
```


Tell me which of them is the least stable. Sure, it is x).


w) The following is a quantum chemistry calculation of C3H3NO4 in the gas phase, from OMol25.

Properties
HOMO: -0.3850 hartree
SMILES string: C=NOC(=O)C(=O)O
orbital gap: 9.850 eV

Geometry as ORCA input:
```
! wB97M-V def2-TZVPD RIJCOSX def2/J DEFGRID3
* xyz 0 1
C 0.80 -1.99 2.20
N 0.43 -2.09 0.92
O 0.18 -0.54 0.67
C -0.02 -0.22 -0.60
O 0.21 -0.81 -1.70
C -0.47 1.39 -0.70
O -0.73 1.93 -1.76
O -0.34 2.00 0.55
H 0.44 -2.94 3.03
H 0.92 -1.01 2.66
H -0.87 2.95 0.37
*
```


x) The following is a quantum chemistry calculation of C3H3NO4 in the gas phase, from OMol25.

Properties
HOMO: -0.3965 hartree
SMILES string: O=C=N[C@H](O)C(=O)O
orbital gap: 11.264 eV

Geometry as ORCA input:
```
! wB97M-V def2-TZVPD RIJCOSX def2/J DEFGRID3
* xyz 0 1
O -1.37 -1.38 -2.41
C -1.16 -1.15 -1.28
N -0.94 -0.92 -0.15
C 0.43 -0.45 0.08
O 1.12 -1.26 1.02
C 0.37 1.04 0.51
O 1.04 1.59 1.37
O -0.52 1.77 -0.20
H 1.04 -0.46 -0.83
H 0.46 -1.46 1.70
H -0.45 2.67 0.18
*
```


Tell me which of them is the least stable. Sure, it is w).